[1]
The following is a DFT calculation (ωB97M-V/def2-TZVPD) of a single C3H6O3 molecule at a distorted geometry.

Output
orbital gap: 11.054 eV
highest occupied orbital energy: -10.3158 eV

Structure (ORCA input):
```
! RIJCOSX wB97M-V def2-TZVPD def2/J DEFGRID3
* xyz 0 1
O -0.5714 -1.3596 -0.9704
O 0.7109 0.1215 0.2049
O -1.1882 1.9147 0.4220
C -1.5782 0.6369 -0.0730
C 1.8154 -0.7915 0.0401
C -0.4361 -0.3376 -0.3746
H 1.8754 -1.0847 -1.0736
H -0.5886 1.7648 1.2222
H 1.6804 -1.7177 0.6583
H -2.3223 0.1720 0.6168
H 2.6770 -0.1744 0.3933
H -2.0743 0.8556 -1.0660
*
```

[2]
The following is a DFT calculation (ωB97M-V/def2-TZVPD) of a molecular structure, C12H22BiClN2O3Os at a distorted geometry.

Output
<S²>: 6.042
orbital gap (alpha / beta): 5.670 / 6.172 eV
highest occupied orbital energy (alpha / beta): -5.9927 / -7.2875 eV

Structure (ORCA input):
```
! RIJCOSX wB97M-V def2-TZVPD def2/J DEFGRID3
* xyz 0 5
Bi 0.0093 2.3928 -1.6579
Os -0.1754 -0.3269 0.0689
Cl 0.3140 2.3537 0.8875
O -1.6939 -1.6464 1.0017
O 1.4828 0.6049 3.0176
O -0.9298 -2.1107 5.7535
N 0.0660 -0.5676 4.4231
N -0.4756 -0.3143 2.1854
C 2.1222 3.3521 -2.0496
C -4.1039 -2.7989 2.9609
C -0.0444 -0.0863 -1.8440
C -3.0625 -2.1350 3.8326
C -2.0657 3.4618 -1.4521
C -1.5679 -2.2282 3.4109
C -1.2839 -1.3790 2.1895
C -1.4306 -4.5147 2.0552
C 1.4305 -1.3961 0.3327
C 0.4589 -0.0256 3.1855
C -0.7926 -1.6373 4.6316
C -1.0207 -3.6877 3.2579
H -0.9777 -0.1731 -2.4181
H -4.0317 -3.8919 2.9800
H 2.1778 -0.8555 0.9297
H 2.8088 2.5290 -2.2977
H -2.5127 -4.6709 2.0125
H -2.1554 4.1671 -2.2948
H 0.0810 -3.6142 3.2826
H 2.4396 3.8731 -1.1364
H 1.8726 -1.6742 -0.6284
H -5.0833 -2.5291 3.3733
H -3.2803 -1.0579 3.9159
H -2.0918 3.9749 -0.4809
H -2.8353 2.6771 -1.5088
H 2.0131 4.0448 -2.8999
H 1.1817 -2.3173 0.8806
H -1.3126 -4.2127 4.1812
H 0.8615 -0.2624 -2.4434
H -4.0442 -2.4277 1.9325
H -0.9514 -5.4988 2.1508
H -1.0847 -4.0593 1.1198
H -3.1242 -2.5473 4.8512
H 0.6434 -0.3095 5.2190
*
```

[3]
The following is a DFT calculation (ωB97M-V/def2-TZVPD) of a molecular structure, C48H55AsKNP2 at a distorted geometry.

Output
orbital gap: 6.017 eV
highest occupied orbital energy: -5.9931 eV

Structure (ORCA input):
```
! RIJCOSX wB97M-V def2-TZVPD def2/J DEFGRID3
* xyz 0 1
As 3.8216 -3.6728 2.2259
K -1.7991 0.8457 0.7784
P 0.2009 -1.4643 0.2662
P -0.6592 3.5649 1.5099
N -2.7227 2.7517 -0.3187
C -5.3517 0.5345 -1.6825
C 1.5433 0.5314 -1.0892
C 5.0641 -4.5426 0.9950
C -2.1648 5.9366 -2.1366
C 2.9441 0.2666 -3.0201
C 1.3245 -2.3365 1.4462
C 3.3055 -7.2263 4.3786
C 3.0144 -5.2857 2.9668
C -4.8278 0.1175 -2.8991
C 6.3242 -3.9816 0.8206
C 2.4761 -3.1689 0.8870
C -1.4905 -5.0308 -1.0110
C -1.1956 6.5570 -1.3442
C -2.3421 5.4903 2.7973
C -2.6716 4.6867 -1.8411
C -3.4173 1.9387 -1.2137
C -4.6746 1.4124 -0.8379
C 1.7087 -5.6879 2.7144
C -2.7661 3.0491 3.2539
C -5.5795 -0.8233 -3.8050
C 7.2300 -4.5444 -0.0747
C -1.6290 -2.3279 -1.6060
C 2.3603 1.0879 -2.0683
C -0.7379 -2.7655 -0.6173
C 4.7181 -5.6815 0.2673
C -5.3074 1.8371 0.4634
C 6.8781 -5.6739 -0.7983
C -2.2241 3.9601 -0.7108
C -2.8589 1.4790 -2.4355
C -1.7047 4.1145 2.9555
C -3.5765 0.6089 -3.2514
C 3.8063 -6.0633 3.8125
C 1.1988 -6.8495 3.2905
C -0.6734 7.9361 -1.6607
C 5.6200 -6.2438 -0.6255
C -2.3581 -4.5862 -1.9957
C -1.4740 1.8983 -2.8608
C 1.1819 5.5587 2.6800
C -0.7568 5.8486 -0.2359
C 1.8959 -1.6541 -2.0177
C 2.0240 4.0325 0.8608
C 1.0280 4.1869 2.0120
C 2.7094 -1.1063 -2.9946
C -1.2211 4.5740 0.0924
C -0.6856 -4.1237 -0.3265
C 1.3095 -0.8405 -1.0448
C 1.9971 -7.6221 4.1195
C -2.4279 -3.2284 -2.2921
H -1.4912 2.7866 -3.4995
H -3.3881 3.3286 4.1093
H 3.0152 4.3844 1.1616
H -1.0042 4.1363 3.7963
H -6.3911 1.7129 0.4202
H -1.6032 6.2716 2.6166
H 3.7466 -6.1430 0.4083
H 3.0564 -2.5744 0.1814
H 7.5830 -6.1147 -1.4922
H 1.6046 -8.5278 4.5642
H -5.9385 -0.3193 -4.7052
H -4.9492 -1.6526 -4.1344
H 1.0723 -5.1020 2.0655
H -0.0124 -4.4899 0.4367
H -0.4074 8.0371 -2.7150
H 1.0843 1.1838 -0.3509
H 1.7205 -1.5319 2.0710
H -1.4056 8.7168 -1.4404
H 6.6070 -3.1006 1.3849
H -3.4346 4.2497 -2.4756
H 2.5243 2.1582 -2.0879
H 2.1748 5.6292 3.1357
H 2.1384 -4.0552 0.3483
H -1.4342 -6.0853 -0.7705
H 1.2925 3.4421 2.7715
H -2.5416 6.4589 -3.0122
H 8.2095 -4.1003 -0.2011
H -2.3051 2.0859 3.4956
H -5.0716 2.8764 0.6911
H -0.0050 6.3139 0.3906
H 0.4519 5.7317 3.4701
H -6.3271 0.1683 -1.3740
H 3.9354 -7.8246 5.0251
H 1.1072 6.3845 1.9720
H -0.8538 2.1660 -2.0031
H 2.1273 2.9906 0.5522
H -3.1142 -2.8666 -3.0479
H 0.1780 -7.1476 3.0850
H 0.6783 -2.9155 2.1112
H 0.2217 8.1601 -1.0774
H -4.9612 1.2430 1.3179
H 5.3447 -7.1299 -1.1842
H 1.6983 -2.7202 -2.0230
H -3.4234 2.9058 2.3916
H 3.1587 -1.7474 -3.7423
H -2.9828 -5.2919 -2.5287
H 1.7188 4.6108 -0.0140
H 4.8272 -5.7673 4.0261
H -0.9816 1.0947 -3.4138
H -2.9054 5.7560 3.6974
H -1.7063 -1.2706 -1.8521
H -3.0300 5.4985 1.9482
H -3.1225 0.2823 -4.1850
H 3.5746 0.6912 -3.7916
H -6.4472 -1.2509 -3.3018
*
```

[4]
The following is a DFT calculation (ωB97M-V/def2-TZVPD) of a molecular structure, C29H30BFeN8O5S3.

Output
<S²>: 0.793
orbital gap (alpha / beta): 8.166 / 8.434 eV
highest occupied orbital energy (alpha / beta): -9.0230 / -9.0213 eV

Structure (ORCA input):
```
! RIJCOSX wB97M-V def2-TZVPD def2/J DEFGRID3
* xyz 0 2
Fe -0.7354 0.3987 -0.4335
S -0.5313 0.4641 -2.7039
S 1.7154 3.2263 -0.7292
S 3.8414 -0.9294 -1.7211
O 0.9657 0.0187 0.3651
O 4.6592 0.1336 -2.2379
O 3.7964 -2.1619 -2.4588
O 1.2365 4.5701 -0.6158
O 2.4959 2.6653 0.3310
N -2.7209 0.5288 -0.6385
N -3.3959 -0.2737 0.2392
N 0.3937 2.2202 -1.0835
N -1.2497 1.0380 1.4739
N -1.8833 0.0508 2.1701
N -1.6743 -1.9899 0.7500
N 2.3267 -0.3775 -1.4379
N -1.0383 -1.5844 -0.3705
C 0.5569 1.7097 -2.2747
C 4.2701 -1.5545 2.7011
C -2.0856 -4.0414 2.0967
C -0.8457 1.9405 2.3669
C 4.1551 3.0401 -3.9747
C -4.7143 -0.2033 -0.0113
C -1.8566 0.3173 3.4845
C 3.7382 3.4434 -2.7119
C -0.2107 3.2382 2.0091
C 0.2830 -2.7073 -2.2110
C 5.3828 -1.7671 0.5578
C -3.3103 2.2316 -2.3694
C -0.6979 -3.7632 -0.0852
C -1.4895 -3.3043 0.9453
C 1.7313 2.1370 -3.0474
C -0.4390 -2.6567 -0.9045
C 3.1358 -0.9009 0.7238
C 2.5138 2.9803 -2.2844
C 3.3713 2.1973 -4.7576
C -3.6218 1.1353 -1.4037
C -2.4987 -0.5664 4.5006
C 4.2418 -1.2534 -0.0210
C 2.1500 1.7252 -4.2984
C 2.0462 -0.3937 -0.1617
C 3.1268 -1.0430 2.0983
C -4.9010 0.6754 -1.0580
C -5.7310 -0.9637 0.7718
C -1.1955 1.5129 3.6534
C 5.3812 -1.9119 1.9409
B -2.6550 -1.0114 1.3901
H -3.8857 3.1142 -2.0860
H -5.8363 0.9839 -1.4943
H -6.7252 -0.7363 0.3926
H 4.3551 4.0741 -2.0862
H -0.6357 4.0275 2.6291
H -0.4324 -2.9136 -3.0102
H -5.6957 -0.6988 1.8288
H -3.1731 -3.9600 2.1006
H 1.5548 1.0353 -4.8823
H -1.8172 -5.0940 2.0357
H 0.8640 3.2136 2.1814
H 1.0157 -3.5132 -2.1898
H 3.7347 1.8837 -5.7269
H 6.2425 -2.0438 -0.0377
H -3.4316 -1.5867 2.0929
H 6.2584 -2.3079 2.4362
H -2.0817 -1.5740 4.4750
H 5.1168 3.3681 -4.3462
H -0.3915 3.4924 0.9701
H -1.7203 -3.6499 3.0472
H 2.2559 -0.7549 2.6714
H -1.0270 2.0419 4.5767
H -3.6001 1.9558 -3.3841
H -0.3570 -4.7716 -0.2506
H 0.8155 -1.7925 -2.4342
H -5.5690 -2.0393 0.6918
H 4.3013 -1.6772 3.7761
H -2.2578 2.4882 -2.3676
H -2.3378 -0.1564 5.4958
H -3.5729 -0.6485 4.3307
*
```

Repeat the first record exactly.
The following is a DFT calculation (ωB97M-V/def2-TZVPD) of a single C3H6O3 molecule at a distorted geometry.

Output
orbital gap: 11.054 eV
highest occupied orbital energy: -10.3158 eV

Structure (ORCA input):
```
! RIJCOSX wB97M-V def2-TZVPD def2/J DEFGRID3
* xyz 0 1
O -0.5714 -1.3596 -0.9704
O 0.7109 0.1215 0.2049
O -1.1882 1.9147 0.4220
C -1.5782 0.6369 -0.0730
C 1.8154 -0.7915 0.0401
C -0.4361 -0.3376 -0.3746
H 1.8754 -1.0847 -1.0736
H -0.5886 1.7648 1.2222
H 1.6804 -1.7177 0.6583
H -2.3223 0.1720 0.6168
H 2.6770 -0.1744 0.3933
H -2.0743 0.8556 -1.0660
*
```